No. 1
A 3-piece molecular cluster, C5H11N overall. Source: the Open Molecules 2025 dataset; level of theory: the ωB97M-V functional and the def2-TZVPD basis.

Energy above the lowest of the compared OMol25 structures with the same formula, charge and spin (kcal per mole): 93.2
Total charge: 0
HOMO level (hartree): -0.3615
Frontier orbital gap (eV): 11.04

The geometry in XYZ format:
```
17
Properties=species:S:1:pos:R:3:forces:R:3
C -0.290 -2.307 1.125 -0.02 -0.04 0.04
C 0.075 -0.894 0.743 0.10 -0.25 -0.16
C 0.207 0.177 1.704 -0.41 0.06 -0.08
N -0.898 0.214 1.110 0.35 0.05 0.37
H 0.590 -2.878 1.442 -0.11 0.06 -0.06
H -0.746 -2.829 0.277 0.05 0.06 0.12
H -1.011 -2.297 1.948 0.12 -0.03 -0.09
H 0.560 -0.775 -0.229 -0.10 0.01 0.18
H 0.740 0.736 2.464 -0.09 -0.10 -0.07
H 1.687 1.280 -0.352 0.11 0.03 0.13
H 2.108 1.230 0.259 0.10 0.05 -0.07
C -0.072 1.067 -2.136 -0.16 0.11 0.02
C -0.942 1.717 -1.371 0.09 -0.07 -0.19
H -0.245 0.039 -2.447 -0.02 0.16 -0.01
H 0.852 1.530 -2.475 -0.14 -0.05 0.02
H -0.760 2.738 -1.041 -0.01 -0.13 -0.08
H -1.857 1.253 -1.020 0.13 0.07 -0.09
```
Forces are in eV/Å.

---

No. 2
One molecule with the formula C5H11N. Source: the Open Molecules 2025 dataset; level of theory: the ωB97M-V functional and the def2-TZVPD basis.

Energy above the lowest of the compared OMol25 structures with the same formula, charge and spin (kcal per mole): 165.4
Total charge: 0
HOMO level (hartree): -0.2578
Frontier orbital gap (eV): 4.98

The geometry in XYZ format:
```
17
Properties=species:S:1:pos:R:3:forces:R:3
C -0.455 1.675 1.007 -0.02 2.97 -0.19
C 0.885 1.327 0.472 1.04 0.96 -1.66
C 1.024 -0.122 0.140 1.73 0.84 -0.05
C -0.152 -0.631 -0.601 2.01 -1.42 -2.43
C -1.455 -0.640 0.127 -1.53 -0.79 -2.17
N 0.292 -1.865 -1.118 -1.55 -1.30 -0.73
H -0.745 2.657 0.447 -0.67 -2.12 0.83
H -0.511 1.934 2.072 -0.20 -0.70 -0.10
H -1.101 0.234 0.834 -0.42 1.54 0.91
H 1.007 1.858 -0.527 -0.24 -0.41 1.03
H 1.750 1.691 1.066 -0.53 -0.27 0.20
H 1.896 -0.233 -0.565 -0.68 -0.26 1.15
H 1.141 -0.663 1.050 0.43 -0.92 0.68
H -1.831 -1.613 0.525 0.77 0.70 0.38
H -2.271 -0.217 -0.525 0.71 -0.24 0.83
H -0.335 -2.207 -1.894 0.23 0.43 1.27
H -0.129 -0.038 -1.531 -1.09 0.98 0.03
```
Forces are in eV/Å.

---

No. 3
A 2-piece molecular cluster, C5H11N overall. Source: the Open Molecules 2025 dataset; level of theory: the ωB97M-V functional and the def2-TZVPD basis.

Energy above the lowest of the compared OMol25 structures with the same formula, charge and spin (kcal per mole): 115.7
Total charge: 0
HOMO level (spin up / spin down) (hartree): -0.2827 / -0.2378
Frontier orbital gap (spin up / spin down) (eV): 8.70 / 6.24

The geometry in XYZ format:
```
17
Properties=species:S:1:pos:R:3:forces:R:3
C 1.503 -0.090 -0.647 0.59 0.53 0.34
C -0.333 -0.754 1.625 0.07 0.28 -0.25
C -1.030 -1.106 -1.283 -0.52 -0.80 -0.88
N -0.590 0.153 0.506 0.54 0.70 0.74
C 0.547 0.778 -0.126 -1.10 -0.54 0.69
C 0.495 2.138 -0.219 0.38 0.19 -0.43
H -1.295 0.840 0.748 0.18 -0.02 0.04
H 1.645 -1.081 -0.245 -0.20 -0.08 -0.17
H 2.309 0.310 -1.246 0.01 0.03 0.00
H 0.323 -0.293 2.370 -0.02 -0.09 0.07
H 0.134 -1.669 1.264 -0.02 -0.05 -0.01
H -1.280 -1.021 2.094 0.04 0.01 -0.04
H 1.322 2.696 -0.635 -0.04 -0.02 -0.14
H -0.381 2.699 0.079 0.07 -0.07 0.15
H -0.349 -1.918 -1.478 0.05 -0.09 -0.02
H -1.065 -0.324 -2.026 -0.01 0.05 0.01
H -1.954 -1.357 -0.784 -0.02 -0.05 -0.09
```
Forces are in eV/Å.

---

No. 4
One molecule with the formula C5H11N. Source: the Open Molecules 2025 dataset; level of theory: the ωB97M-V functional and the def2-TZVPD basis.

Energy above the lowest of the compared OMol25 structures with the same formula, charge and spin (kcal per mole): 11.0
Total charge: 0
HOMO level (hartree): -0.2855
Frontier orbital gap (eV): 8.83

The geometry in XYZ format:
```
17
Properties=species:S:1:pos:R:3:forces:R:3
C 0.749 1.875 -1.367 -0.20 -0.36 -0.69
C -0.011 0.552 -1.345 0.35 -0.86 0.11
C -0.120 -0.074 0.027 -0.34 0.03 -0.16
C -0.713 0.804 1.068 -0.40 0.62 0.52
C 0.111 -1.372 0.220 0.46 0.01 0.09
N -0.128 -2.103 1.385 -0.25 0.10 0.02
H 0.885 2.209 -2.393 0.05 -0.01 -0.16
H 1.738 1.689 -0.956 0.08 0.27 0.24
H 0.245 2.689 -0.867 -0.07 0.11 0.43
H 0.543 -0.162 -1.957 0.14 -0.02 -0.16
H -1.002 0.556 -1.812 -0.06 0.59 0.08
H -0.151 1.733 1.221 -0.04 -0.08 -0.24
H -1.735 1.085 0.788 0.06 0.13 -0.07
H -0.810 0.388 2.065 0.11 -0.36 0.11
H 0.524 -1.967 -0.579 0.01 -0.10 -0.24
H -0.372 -1.528 2.175 0.10 -0.17 0.13
H 0.550 -2.813 1.608 0.00 0.09 -0.02
```
Forces are in eV/Å.

---

No. 5
A 3-piece molecular cluster, C5H11N overall. Source: the Open Molecules 2025 dataset; level of theory: the ωB97M-V functional and the def2-TZVPD basis.

Energy above the lowest of the compared OMol25 structures with the same formula, charge and spin (kcal per mole): 93.3
Total charge: 0
HOMO level (hartree): -0.3614
Frontier orbital gap (eV): 11.04

The geometry in XYZ format:
```
17
Properties=species:S:1:pos:R:3:forces:R:3
C 2.503 0.574 -0.245 0.06 0.00 -0.02
C 1.157 0.003 0.124 0.09 0.29 0.08
C 0.933 -1.403 0.370 -0.08 -0.02 -0.41
N 0.568 -1.065 -0.782 0.18 -0.29 0.38
H 3.115 0.769 0.643 -0.08 -0.01 -0.11
H 2.385 1.517 -0.789 0.03 -0.13 0.07
H 3.042 -0.127 -0.889 -0.03 0.09 0.11
H 0.432 0.717 0.523 0.11 -0.16 -0.08
H 0.961 -2.295 0.985 0.04 0.10 -0.09
H -1.277 -0.387 1.675 0.05 -0.11 0.13
H -0.867 -0.791 2.146 -0.09 0.03 0.10
C -2.165 0.959 -0.245 -0.06 -0.10 -0.15
C -2.161 -0.124 -1.016 -0.07 0.20 0.07
H -1.551 1.825 -0.479 -0.13 -0.09 -0.01
H -2.770 1.019 0.656 0.06 0.00 -0.14
H -2.757 -1.001 -0.770 0.05 0.14 -0.02
H -1.547 -0.192 -1.907 -0.11 0.04 0.13
```
Forces are in eV/Å.

---

No. 6
One molecule with the formula C5H11N. Source: the Open Molecules 2025 dataset; level of theory: the ωB97M-V functional and the def2-TZVPD basis.

Energy above the lowest of the compared OMol25 structures with the same formula, charge and spin (kcal per mole): 25.6
Total charge: 0
HOMO level (hartree): -0.3329
Frontier orbital gap (eV): 10.29

The geometry in XYZ format:
```
17
Properties=species:S:1:pos:R:3:forces:R:3
C -0.469 1.741 -0.862 -0.05 -0.07 -0.05
C 0.298 0.795 0.030 0.08 0.23 -0.01
C 0.609 -0.649 -0.206 0.15 -0.11 -0.09
C 0.314 -1.407 -1.477 -0.03 0.05 -0.04
N -0.494 -0.251 0.644 -0.04 -0.01 0.06
C -0.370 -0.392 2.080 0.02 -0.03 0.18
H -1.162 2.288 -0.212 0.03 0.02 -0.20
H 0.152 2.476 -1.389 0.02 -0.27 0.14
H -1.066 1.188 -1.590 0.05 0.11 0.05
H 1.021 1.291 0.684 -0.14 -0.07 0.00
H 1.503 -1.003 0.319 -0.14 0.10 -0.06
H -0.511 -0.952 -2.032 0.09 -0.07 0.10
H 0.041 -2.445 -1.258 0.04 0.17 0.00
H 1.199 -1.420 -2.124 -0.14 0.01 0.08
H -0.715 -1.382 2.396 0.07 0.14 -0.06
H -1.011 0.362 2.552 0.11 -0.15 0.00
H 0.662 -0.241 2.444 -0.12 -0.06 -0.09
```
Forces are in eV/Å.

---

Q: Among the records above, which one has the highest energy above the lowest of the compared OMol25 structures with the same formula, charge and spin?
A: number 2

---

Q: Look up the energy above the lowest of the compared OMol25 structures with the same formula, charge and spin of the fifth one.
A: 93.3 kcal per mole